1 | DFT (ωB97M-V/def2-TZVPD) results for the molecule C5H6O.

SMILES   C=C=CC(C)=O
Lowest unoccupied orbital energy   0.74 eV
HOMO energy   -9.65 eV
Spin multiplicity   1

Last column: Löwdin charge in e.
Atoms and positions in Å:
1 C -1.30029 1.40597 1.05028  -0.026
2 C -0.82318 0.09019 0.47725  -0.462
3 O -1.58726 -0.81176 0.20738  0.077
4 C 1.51214 -1.66346 -1.60237  0.032
5 C 1.10678 -0.85183 -0.66992  -0.078
6 C 0.64884 -0.01018 0.22553  -0.046
7 H -2.39087 1.40875 1.08593  0.083
8 H -0.94504 2.23742 0.43069  0.086
9 H -0.89835 1.55512 2.05912  0.087
10 H 1.57227 -1.33214 -2.63584  0.069
11 H 1.78103 -2.69162 -1.37882  0.068
12 H 1.32392 0.66354 0.75075  0.111

=====

2 | DFT (ωB97M-V/def2-TZVPD) results for the molecule C5H6O.

SMILES   CC#C[C@H]1CO1
Lowest unoccupied orbital energy   0.84 eV
HOMO energy   -9.50 eV
Spin multiplicity   1

Last column: Löwdin charge in e.
Atoms and positions in Å:
1 C 0.36091 1.91255 0.56301  -0.073
2 C 1.08865 0.66208 0.60826  -0.065
3 C 1.29452 -0.48519 0.26758  0.003
4 C 0.42797 -1.27581 -0.60785  -0.292
5 C -0.95547 -1.47521 -0.15469  -0.124
6 O -0.67471 -0.48243 -1.12679  -0.074
7 H 0.89836 2.73429 0.08731  0.081
8 H -0.43835 1.54807 -0.12100  0.097
9 H -0.09317 2.22816 1.50554  0.080
10 H 0.86058 -1.94874 -1.33980  0.132
11 H -1.19787 -1.12884 0.86065  0.124
12 H -1.57142 -2.28891 -0.54221  0.112

=====

3 | DFT (ωB97M-V/def2-TZVPD) results for the molecule C5H6O.

SMILES   C#CCC(C)=O
Lowest unoccupied orbital energy   0.85 eV
HOMO energy   -9.75 eV
Spin multiplicity   1

Last column: Löwdin charge in e.
Atoms and positions in Å:
1 C 0.94256 1.21563 0.03446  -0.030
2 C 1.20177 -0.25749 -0.04161  -0.431
3 C -0.01976 -1.20629 0.04332  -0.126
4 C -1.36186 -0.55310 0.02166  -0.155
5 C -2.44106 -0.02245 -0.06015  0.101
6 H 0.40980 1.50491 -0.90488  0.104
7 H 1.89296 1.77861 0.08937  0.092
8 H 0.25582 1.47320 0.85165  0.088
9 H 0.07177 -1.94685 -0.78431  0.135
10 H 0.09454 -1.75233 0.99669  0.130
11 H -3.37727 0.51731 -0.17484  0.038
12 O 2.33074 -0.75115 -0.07135  0.054

=====

Which structure wins on stability? 1 wins.

=====

1 | DFT (ωB97M-V/def2-TZVPD) results for the molecule CH5N3S.

SMILES   [H]/N=N/NSC
Lowest unoccupied orbital energy   1.01 eV
HOMO energy   -8.72 eV
Spin multiplicity   1

Last column: Löwdin charge in e.
Atoms and positions in Å:
1 C -2.00382 -0.09042 -0.12563  -0.387
2 N 2.72867 -0.20012 0.02487  -0.009
3 N 1.65420 0.21890 -0.50764  -0.198
4 N 0.66083 0.36301 0.34754  -0.514
5 S -0.68874 1.12101 -0.18944  0.812
6 H -3.00187 0.28871 -0.28806  0.046
7 H -1.88004 -0.57902 0.81841  0.021
8 H -1.73408 -0.76327 -0.85162  -0.010
9 H 3.48390 -0.46221 -0.67787  0.061
10 H 0.78095 0.10340 1.44944  0.178

=====

2 | DFT (ωB97M-V/def2-TZVPD) results for a cluster of 2 separate species, CH5N3S in total.

Lowest unoccupied orbital energy (spin up / spin down)   0.04 / 0.07 eV
HOMO energy (spin up / spin down)   -7.23 / -6.74 eV
Spin multiplicity   1

Last column: Löwdin charge in e.
Atoms and positions in Å:
1 C 1.34860 0.94640 0.51359  -0.559
2 N -1.43277 0.53086 -0.39227  -0.011
3 N -0.32927 -1.39469 0.07043  -0.031
4 N -0.87354 -0.27379 0.50915  -0.193
5 S 2.16096 -0.19368 -0.24518  0.595
6 H 1.70989 1.92116 0.98924  -0.011
7 H -0.87303 0.37955 -1.30967  0.118
8 H -1.64656 1.47924 -0.21480  0.073
9 H 0.29325 -1.26335 -0.64000  -0.072
10 H -0.35752 -2.13169 0.71951  0.092

=====

3 | DFT (ωB97M-V/def2-TZVPD) results for the molecule CH5N3S.

SMILES   N/N=C\NS
Lowest unoccupied orbital energy   0.66 eV
HOMO energy   -9.08 eV
Spin multiplicity   1

Last column: Löwdin charge in e.
Atoms and positions in Å:
1 C -0.99038 0.09520 -0.37397  -0.346
2 H 0.24256 0.75556 2.57734  0.095
3 H 0.00118 -0.95803 1.76644  0.181
4 H -1.78975 -0.66010 -0.93529  0.175
5 H 1.08657 0.41101 -0.00547  0.018
6 H 1.37521 -0.79427 -2.47225  -0.088
7 N 0.12610 0.25871 1.59636  -0.112
8 N -1.27591 0.19323 0.86404  -0.073
9 N 0.42541 0.16238 -0.70077  -0.510
10 S 0.79901 0.53632 -2.31641  0.660

=====

Which structure wins on stability? 1 wins.